1.
# C4H6N2OS

An isolated molecule of C4H6N2OS (the ωB97M-V functional and the def2-TZVPD basis, the Open Molecules 2025 dataset).

Cartesian coordinates (Å):
1 N -2.757 0.074 -0.044
2 N -1.720 -0.893 -0.096
3 C -0.598 -0.446 0.199
4 S 0.936 -1.427 -0.006
5 C 2.126 0.130 -0.013
6 C 1.006 1.068 -0.496
7 O 0.102 2.090 -0.029
8 C -0.006 0.843 0.552
9 H -3.639 -0.411 -0.437
10 H -2.483 0.948 -0.191
11 H 3.019 0.137 -0.773
12 H 2.568 0.189 1.010
13 H 0.601 0.568 -1.434
14 H 0.321 0.850 1.684

E_HOMO in eV: -8.500
SMILES string: N/N=C1/SC[C@@H]2O[C@@H]12



2.
# C4H6N2OS

An isolated molecule of C4H6N2OS (the ωB97M-V functional and the def2-TZVPD basis, the Open Molecules 2025 dataset).

Cartesian coordinates (Å):
1 C 2.199 -0.904 -0.373
2 O 1.413 -0.352 0.700
3 C 0.307 0.330 0.370
4 N 0.278 1.645 0.203
5 N -1.017 1.959 -0.022
6 C -1.810 0.873 -0.019
7 C -1.048 -0.215 0.189
8 S -1.566 -1.870 0.022
9 H 2.986 -1.457 0.136
10 H 2.552 -0.138 -1.101
11 H 1.497 -1.607 -0.880
12 H -1.265 2.874 -0.341
13 H -2.918 0.988 -0.234
14 H -1.607 -2.127 1.351

E_HOMO in eV: -9.116
SMILES string: COc1n[nH]cc1S



3.
# C4H6N2OS

An isolated molecule of C4H6N2OS (the ωB97M-V functional and the def2-TZVPD basis, the Open Molecules 2025 dataset).

Cartesian coordinates (Å):
1 H 0.872 -1.944 -0.663
2 N 1.724 -1.359 -0.675
3 C 1.471 -0.299 -0.040
4 N 2.351 0.754 0.027
5 C 0.165 0.042 0.733
6 O -0.264 1.338 0.473
7 C -1.209 1.350 -0.490
8 C -1.853 0.211 -0.733
9 S -1.257 -1.054 0.348
10 H 2.036 1.727 0.070
11 H 3.160 0.612 -0.560
12 H 0.441 -0.065 1.771
13 H -1.523 2.299 -0.928
14 H -2.727 -0.057 -1.332

E_HOMO in eV: -8.367
SMILES string: [H]/N=C(/N)[C@H]1OC=CS1



Which of them is most stable? Easy: 3.



1.
# C4H6N2OS

An isolated molecule of C4H6N2OS (the ωB97M-V functional and the def2-TZVPD basis, the Open Molecules 2025 dataset).

Cartesian coordinates (Å):
1 C 2.325 -0.626 0.513
2 C 1.693 0.421 0.001
3 N 0.307 0.461 -0.292
4 S -0.474 1.982 -0.253
5 C -0.340 -0.702 -0.662
6 N -1.594 -0.937 -0.730
7 C -2.614 -0.231 -0.105
8 O -2.622 0.080 1.073
9 H 3.414 -0.617 0.630
10 H 1.826 -1.528 0.840
11 H 2.216 1.338 -0.224
12 H -1.054 1.867 0.959
13 H 0.379 -1.445 -0.993
14 H -3.461 -0.063 -0.757

E_HOMO in eV: -9.386
SMILES string: C=CN(S)/C=N\C=O



2.
# C4H6N2OS

A cluster of 2 separate species, C4H6N2OS in total (the ωB97M-V functional and the def2-TZVPD basis, the Open Molecules 2025 dataset).

Cartesian coordinates (Å):
1 C 1.030 2.197 -0.093
2 C 0.114 1.021 0.203
3 C -1.599 -0.187 0.012
4 C 0.520 -0.299 0.228
5 H 1.708 2.880 1.052
6 H 0.493 2.839 -0.847
7 H 2.099 2.004 -0.610
8 H -3.071 -1.291 -0.797
9 H -3.436 0.084 -0.567
10 H 2.471 -1.698 0.975
11 N -1.321 1.101 0.008
12 N -2.893 -0.679 0.110
13 O -0.601 -1.023 0.013
14 S 2.103 -0.999 -0.140

E_HOMO in eV: -8.754



Which of them is most stable? Easy: 1.